DFT (ωB97M-V/def2-TZVPD) results for a cluster of 6 separate species, C43H53N6O12P2 in total.

Structure (XYZ):
```
116
Properties=species:S:1:pos:R:3:mulliken_charge:R:1
C -3.212 6.420 -0.268 -0.865
C -3.665 4.998 0.069 -0.577
P -4.501 3.895 -1.144 0.168
C -5.665 4.963 -2.060 -1.071
N -3.229 3.551 -2.400 0.608
P -2.388 4.843 -3.197 0.265
N -3.247 6.049 -3.603 -0.670
C -2.634 2.328 -2.260 -0.938
N -1.355 2.176 -2.540 0.262
C -0.618 0.911 -2.601 -0.907
C 0.329 0.708 -1.422 -0.106
O 1.048 1.896 -1.102 -0.424
C 2.031 2.243 -1.973 0.808
C 2.718 3.513 -1.580 -1.014
O 2.274 1.598 -2.955 -0.548
N -3.393 1.248 -1.887 0.751
C -4.054 0.463 -2.959 -0.598
N -4.333 1.203 -4.156 -0.579
C -3.167 0.690 -0.544 -0.832
C -3.404 -0.813 -0.431 -0.404
C -2.751 -1.382 0.840 -0.606
C -2.377 -2.859 0.633 -0.887
N -1.140 -2.934 -0.157 -0.501
H -2.215 6.436 -0.710 0.049
H -3.885 6.932 -0.949 0.166
H -3.155 7.012 0.646 0.480
H -2.859 4.415 0.523 0.357
H -4.442 5.047 0.841 0.463
H -5.406 6.018 -2.055 0.295
H -6.641 4.826 -1.594 0.431
H -5.703 4.615 -3.090 0.338
H -1.255 5.099 -2.385 -0.029
H -1.844 4.112 -4.272 0.103
H -2.994 6.918 -3.134 0.200
H -0.802 2.990 -2.771 0.250
H -0.010 0.949 -3.505 0.620
H -1.299 0.070 -2.698 0.187
H 1.007 -0.104 -1.688 0.415
H -0.194 0.395 -0.522 0.083
H 3.760 3.468 -1.885 0.321
H 2.651 3.690 -0.509 0.331
H 2.250 4.353 -2.097 0.223
H -3.451 -0.404 -3.240 0.396
H -4.988 0.077 -2.548 0.303
H -3.575 1.225 -4.822 0.285
H -4.728 2.120 -4.007 0.256
H -2.148 0.904 -0.212 0.357
H -3.815 1.217 0.165 0.190
H -4.478 -0.999 -0.377 0.364
H -2.980 -1.344 -1.283 0.325
H -3.404 -1.268 1.704 0.465
H -1.812 -0.848 1.015 0.322
H -3.167 -3.324 0.040 0.372
H -2.309 -3.373 1.593 0.355
H -1.134 -3.724 -0.785 0.229
H -0.315 -2.957 0.425 0.238
C -0.414 8.467 -2.778 -0.395
C 0.765 8.878 -3.234 -0.202
C 0.878 10.169 -3.963 0.438
O 1.949 10.552 -4.385 -0.551
C -0.357 10.971 -4.158 -0.554
C -1.532 10.549 -3.698 -0.598
C -1.648 9.261 -2.975 0.321
O -2.719 8.859 -2.559 -0.580
H -0.530 7.535 -2.237 0.512
H 1.679 8.308 -3.097 0.683
H -0.242 11.906 -4.692 0.442
H -2.448 11.110 -3.829 0.442
C 5.870 6.801 -3.027 -0.405
C 7.060 7.190 -3.474 -0.416
C 7.226 8.479 -4.199 0.220
O 8.309 8.830 -4.607 -0.523
C 6.013 9.311 -4.400 -0.474
C 4.821 8.923 -3.953 -0.220
C 4.665 7.638 -3.233 0.597
O 3.577 7.274 -2.818 -0.550
H 5.723 5.868 -2.498 0.383
H 7.957 6.601 -3.338 0.422
H 6.158 10.244 -4.930 0.463
H 3.921 9.513 -4.091 0.481
C -0.505 -6.039 1.816 -0.095
C 0.678 -6.586 2.079 -0.419
C 0.801 -7.709 3.044 0.272
O 1.882 -8.205 3.286 -0.525
C -0.435 -8.196 3.700 -0.243
C -1.618 -7.648 3.433 -0.529
C -1.746 -6.527 2.472 0.387
O -2.818 -6.016 2.223 -0.545
H -0.629 -5.221 1.117 0.266
H 1.597 -6.250 1.614 0.454
H -0.327 -9.020 4.391 0.472
H -2.533 -7.993 3.897 0.456
C -2.566 -13.035 7.737 -0.377
C -2.722 -12.174 6.734 -0.366
C -1.552 -11.560 6.063 0.464
O -1.695 -10.771 5.149 -0.513
C -0.201 -11.939 6.544 -0.283
C -0.044 -12.799 7.546 -0.381
C -1.214 -13.416 8.223 0.324
O -1.073 -14.199 9.134 -0.527
H -3.403 -13.497 8.245 0.399
H -3.695 -11.882 6.362 0.415
H 0.636 -11.478 6.035 0.437
H 0.930 -13.091 7.917 0.409
C 7.048 -6.965 5.362 -0.360
C 7.837 -6.961 4.291 -0.382
C 7.322 -7.348 2.953 0.362
O 8.040 -7.335 1.976 -0.541
C 5.895 -7.746 2.859 -0.402
C 5.102 -7.751 3.927 -0.335
C 5.618 -7.357 5.263 0.353
O 4.898 -7.349 6.239 -0.545
H 7.399 -6.686 6.347 0.413
H 8.881 -6.678 4.336 0.407
H 5.545 -8.029 1.874 0.439
H 4.058 -8.034 3.873 0.630
```

Summary:
LUMO level in eV: -3.582
Max |F| in eV/Å: 0.95
Total charge: +1
Molecular weight in Da: 907.88
Kohn-Sham gap in eV: 7.60

***

DFT (ωB97M-V/def2-TZVPD) results for the molecule C14H26N4O3.

Structure (XYZ):
```
47
Properties=species:S:1:pos:R:3:mulliken_charge:R:1
C -1.454 4.302 -1.338 -0.920
N -0.891 2.942 -1.133 -0.043
C -0.179 2.613 -0.024 -0.082
O -0.150 3.326 0.964 -0.660
C 0.444 1.243 -0.182 0.379
C 1.766 0.896 0.441 -0.757
C 2.928 1.567 -0.243 -0.711
C 4.303 1.149 0.223 -0.907
C 4.447 1.427 1.690 -0.310
N 5.788 0.936 1.883 -0.580
N -0.536 0.178 0.220 -0.014
C -1.579 -0.119 -0.538 0.208
O -1.718 0.423 -1.681 -0.860
C -2.657 -1.094 0.018 0.064
C -4.029 -1.078 -0.682 -1.095
C -3.764 -2.202 -1.669 -0.501
C -2.910 -3.278 -0.996 -0.808
N -2.241 -2.469 0.037 0.277
C -1.279 -3.035 0.895 0.654
C -1.047 -4.505 0.965 -1.092
O -0.689 -2.381 1.706 -0.633
H -2.516 4.434 -0.941 0.276
H -1.516 4.527 -2.388 0.341
H -0.792 4.999 -0.836 0.315
H -1.232 2.135 -1.703 0.251
H 0.799 1.113 -1.217 0.230
H 1.824 1.217 1.506 0.356
H 2.020 -0.147 0.324 0.353
H 2.858 1.388 -1.316 0.396
H 2.901 2.584 0.005 0.333
H 4.352 0.105 0.210 0.399
H 4.979 1.767 -0.392 0.299
H 4.504 2.534 1.874 0.348
H 3.779 0.771 2.342 0.200
H 5.816 -0.050 1.809 0.188
H 6.230 1.317 2.793 0.220
H -0.350 -0.401 1.015 0.436
H -2.789 -0.810 1.175 0.356
H -4.740 -1.268 0.010 0.459
H -4.286 -0.162 -1.169 0.364
H -3.206 -1.823 -2.542 0.297
H -4.730 -2.650 -1.901 0.381
H -3.452 -4.150 -0.529 0.382
H -2.208 -3.786 -1.735 0.300
H -0.918 -4.945 -0.140 0.285
H -1.793 -4.984 1.564 0.282
H -0.091 -4.558 1.626 0.341
```

Summary:
Energy above the lowest of the compared OMol25 structures with the same formula, charge and spin in eV: 2.100
LUMO level in eV: 0.596
Max |F| in eV/Å: 4.43
Molecular weight in Da: 298.39
Kohn-Sham gap in eV: 9.44

***

DFT (ωB97M-V/def2-TZVPD) results for a structure of composition C34H39ClCrFN4OS3.

Structure (XYZ):
```
84
Properties=species:S:1:pos:R:3:mulliken_spin:R:1
Cr -10.036 -13.429 16.567 2.535
S -10.125 -11.643 14.837 -0.039
C -8.503 -11.179 14.896 0.013
N -7.554 -11.862 14.176 -0.002
C -6.207 -11.937 14.756 -0.009
C -5.660 -10.638 15.220 0.000
N -6.689 -9.798 15.858 0.002
C -6.171 -8.527 16.432 0.000
C -5.563 -8.518 17.831 0.014
C -4.258 -8.211 18.082 -0.002
C -3.769 -8.093 19.389 0.000
C -4.555 -8.274 20.460 0.000
C -5.901 -8.643 20.219 0.015
C -6.434 -8.774 18.937 -0.017
C -8.044 -10.011 15.722 0.022
S -9.253 -9.069 16.414 0.007
C -7.784 -12.912 13.230 -0.002
C -8.874 -12.731 12.217 0.001
C -9.187 -11.420 11.771 -0.001
C -10.034 -11.241 10.713 0.000
C -10.708 -12.321 10.198 -0.001
C -10.461 -13.607 10.638 0.000
C -9.503 -13.832 11.637 0.002
H -5.551 -12.321 13.945 -0.001
H -6.132 -12.664 15.571 0.004
H -5.257 -10.101 14.346 0.000
H -4.779 -10.791 15.883 0.000
H -7.085 -7.873 16.436 -0.001
H -5.402 -8.141 15.688 0.000
H -3.516 -8.114 17.312 0.000
H -2.748 -7.723 19.484 0.000
H -4.027 -8.234 21.438 0.000
H -6.644 -8.548 21.032 0.000
H -7.514 -9.073 18.798 -0.012
H -7.919 -13.887 13.718 0.001
H -6.822 -12.972 12.684 0.000
H -8.795 -10.549 12.297 -0.002
H -10.083 -10.252 10.309 0.000
H -11.376 -12.258 9.377 0.000
H -10.984 -14.424 10.158 0.000
H -9.334 -14.825 12.080 0.000
S -8.024 -13.016 19.170 -0.088
C -8.821 -13.369 17.919 -0.411
C -7.315 -19.121 18.758 0.000
C -8.565 -19.096 17.870 -0.001
C -8.809 -17.672 17.282 -0.002
C -9.785 -19.841 18.422 0.000
C -9.786 -21.221 18.325 0.000
C -10.901 -21.924 18.752 0.000
C -11.948 -21.323 19.436 0.000
C -12.055 -19.933 19.542 0.000
C -13.206 -19.238 20.136 0.000
C -14.061 -18.545 19.007 0.000
C -12.771 -18.218 21.189 0.000
C -10.944 -19.155 18.966 0.001
O -10.941 -17.906 19.031 -0.001
H -6.489 -18.496 18.366 0.000
H -6.896 -20.121 18.904 0.000
H -7.579 -18.684 19.740 0.000
H -8.239 -19.704 16.968 0.000
H -9.420 -17.074 17.972 0.001
H -9.331 -17.661 16.244 -0.001
H -7.849 -17.141 17.146 -0.001
H -8.943 -21.666 17.813 0.000
H -10.912 -23.012 18.515 0.000
H -12.776 -21.940 19.829 0.000
H -13.855 -19.998 20.620 0.000
H -13.352 -17.915 18.425 0.001
H -14.945 -17.976 19.450 0.000
H -14.423 -19.438 18.377 0.000
H -12.094 -17.522 20.731 0.000
H -12.170 -18.753 21.985 0.000
H -13.610 -17.697 21.685 0.000
F -8.695 -14.376 15.387 -0.002
N -12.926 -11.173 18.514 0.007
C -13.505 -12.470 18.579 -0.005
C -12.625 -13.260 17.984 0.018
N -11.556 -12.512 17.503 -0.059
C -11.728 -11.257 17.883 0.021
H -13.304 -10.352 18.925 -0.002
H -14.439 -12.647 19.112 0.000
H -12.789 -14.361 17.833 -0.001
H -11.078 -10.446 17.571 0.005
Cl -11.381 -15.131 16.197 -0.010
```

Summary:
LUMO level (spin up / spin down) in eV: 0.223 / 0.138
Max |F| in eV/Å: 3.82
Total charge: -1
Molecular weight in Da: 722.36
Kohn-Sham gap (spin up / spin down) in eV: 2.55 / 2.47
Spin multiplicity: 3